Here is a 15-piece molecular cluster, C60H90O45 overall at a distorted geometry from the OMol25 dataset. Energies are from wB97M-V/def2-TZVPD.

Last column: Mulliken charge in e.
Positions of all 195 atoms, in Å:
C (2.46, -2.87, 7.31)  -1.322
C (1.36, -1.83, 7.28)  0.527
C (1.88, -0.44, 7.01)  -0.440
O (1.02, 0.00, 6.00)  -0.229
C (0.38, -0.99, 5.45)  0.010
O (-0.29, -0.96, 4.42)  -0.035
O (0.60, -2.18, 6.16)  -0.154
H (3.06, -2.78, 8.21)  0.431
H (3.20, -2.62, 6.56)  0.306
H (2.15, -3.87, 7.00)  0.226
H (0.78, -1.83, 8.21)  0.244
H (2.94, -0.46, 6.76)  0.279
H (1.75, 0.29, 7.81)  0.266
C (4.30, 2.45, -8.66)  -1.481
C (2.88, 2.17, -8.15)  0.539
C (1.93, 1.69, -9.25)  -0.645
O (1.32, 0.52, -8.78)  -0.303
C (2.04, 0.06, -7.75)  0.606
O (1.78, -1.04, -7.20)  -0.559
O (3.00, 0.91, -7.46)  -0.257
H (4.56, 1.90, -9.56)  0.350
H (5.01, 2.35, -7.83)  0.350
H (4.47, 3.51, -8.84)  0.417
H (2.46, 2.97, -7.53)  0.337
H (2.45, 1.41, -10.17)  0.332
H (1.24, 2.51, -9.43)  0.320
C (-1.09, 5.43, 6.31)  -1.673
C (-1.19, 4.71, 4.98)  0.820
C (0.09, 4.03, 4.44)  0.664
O (-0.52, 2.81, 4.02)  0.221
C (-1.76, 2.61, 4.54)  0.306
O (-2.31, 1.54, 4.60)  -0.636
O (-2.10, 3.67, 5.23)  -0.386
H (-0.77, 4.74, 7.08)  0.357
H (-2.13, 5.73, 6.47)  0.426
H (-0.40, 6.27, 6.30)  0.373
H (-1.55, 5.38, 4.20)  -0.138
H (0.84, 3.93, 5.22)  -0.561
H (0.48, 4.58, 3.58)  0.060
C (-2.06, -5.08, -0.54)  -1.385
C (-2.94, -4.53, -1.59)  1.100
C (-2.23, -3.69, -2.72)  0.623
O (-2.52, -4.39, -3.92)  0.077
C (-3.37, -5.41, -3.64)  0.254
O (-3.89, -6.13, -4.44)  -0.614
O (-3.45, -5.66, -2.32)  -0.435
H (-1.58, -4.24, -0.04)  0.003
H (-1.27, -5.74, -0.90)  0.382
H (-2.71, -5.61, 0.16)  0.448
H (-3.83, -4.00, -1.24)  0.152
H (-1.16, -3.61, -2.53)  -0.487
H (-2.60, -2.67, -2.69)  -0.211
C (5.10, 0.38, 3.43)  -1.867
C (4.66, -0.62, 2.39)  1.794
C (5.53, -1.79, 2.24)  -0.594
O (4.62, -2.97, 2.36)  -0.403
C (3.41, -2.57, 2.74)  0.331
O (2.44, -3.35, 3.06)  -0.539
O (3.39, -1.20, 2.81)  0.214
H (4.40, 1.21, 3.38)  0.339
H (6.08, 0.78, 3.18)  0.477
H (5.03, 0.02, 4.46)  0.371
H (4.59, -0.19, 1.39)  -0.706
H (6.25, -1.84, 3.06)  0.332
H (6.13, -1.64, 1.34)  0.392
C (1.21, 0.61, 1.19)  -1.108
C (0.94, -0.77, 0.64)  1.467
C (-0.54, -1.20, 0.69)  0.339
O (-0.71, -1.49, -0.66)  0.371
C (0.20, -1.00, -1.47)  -0.303
O (0.08, -1.00, -2.71)  -0.001
O (1.33, -0.82, -0.76)  -0.182
H (2.15, 1.02, 0.83)  0.057
H (1.43, 0.61, 2.26)  0.197
H (0.38, 1.29, 1.06)  0.547
H (1.47, -1.54, 1.19)  -0.980
H (-1.09, -0.29, 0.93)  -0.045
H (-0.66, -2.04, 1.38)  -0.432
C (2.94, 1.21, -3.83)  -1.654
C (3.19, 1.67, -2.40)  1.494
C (4.23, 0.82, -1.66)  0.142
O (4.76, 1.74, -0.77)  -0.365
C (4.58, 3.01, -1.23)  0.506
O (5.09, 4.05, -0.83)  -0.638
O (3.85, 2.91, -2.28)  -0.480
H (2.39, 0.27, -3.80)  0.222
H (3.86, 0.94, -4.34)  0.492
H (2.54, 1.98, -4.48)  0.336
H (2.25, 1.74, -1.85)  -0.356
H (4.90, 0.38, -2.39)  0.395
H (3.81, 0.04, -1.03)  -0.038
C (-5.69, 0.05, 3.99)  -1.928
C (-4.55, -0.26, 3.10)  1.342
C (-3.70, -1.42, 3.63)  0.117
O (-3.46, -2.32, 2.57)  -0.082
C (-4.13, -1.86, 1.48)  0.267
O (-3.93, -2.34, 0.39)  -0.480
O (-4.82, -0.73, 1.84)  -0.435
H (-6.25, 0.94, 3.68)  0.417
H (-5.27, 0.21, 4.99)  0.365
H (-6.40, -0.77, 3.96)  0.412
H (-4.14, 0.75, 2.98)  -0.091
H (-4.28, -2.01, 4.35)  0.192
H (-2.73, -1.16, 4.05)  -0.042
C (-1.98, -3.24, -6.49)  -1.131
C (-3.30, -3.18, -7.30)  0.316
C (-4.60, -3.18, -6.44)  -0.206
O (-5.33, -2.21, -7.20)  -0.386
C (-4.55, -1.54, -8.03)  0.685
O (-4.90, -0.60, -8.72)  -0.626
O (-3.30, -1.99, -7.95)  -0.379
H (-1.18, -2.95, -7.18)  0.520
H (-1.77, -4.25, -6.14)  0.560
H (-1.93, -2.61, -5.61)  -0.252
H (-3.30, -3.98, -8.05)  0.371
H (-4.55, -2.94, -5.38)  0.142
H (-4.98, -4.20, -6.41)  0.390
C (-2.28, -3.87, 5.83)  -1.325
C (-1.55, -4.53, 4.60)  1.535
C (-0.15, -5.21, 4.77)  0.499
O (-0.25, -6.45, 4.03)  -0.334
C (-1.47, -6.49, 3.49)  0.448
O (-1.87, -7.33, 2.68)  -0.587
O (-2.27, -5.53, 4.02)  -0.432
H (-2.04, -2.80, 5.84)  0.104
H (-1.92, -4.26, 6.78)  0.417
H (-3.36, -3.98, 5.78)  0.380
H (-1.48, -3.84, 3.76)  -0.612
H (0.14, -5.34, 5.81)  0.121
H (0.62, -4.54, 4.39)  -0.176
C (1.54, -3.47, -5.12)  -0.359
C (2.51, -4.31, -4.30)  0.182
C (2.40, -4.24, -2.72)  0.411
O (1.72, -5.41, -2.47)  -0.296
C (1.69, -6.21, -3.52)  0.606
O (1.43, -7.41, -3.47)  -0.611
O (2.22, -5.62, -4.58)  -0.374
H (1.81, -2.42, -5.25)  0.266
H (0.58, -3.52, -4.60)  -0.369
H (1.40, -3.98, -6.07)  0.448
H (3.47, -3.95, -4.67)  0.363
H (1.84, -3.35, -2.44)  -0.438
H (3.35, -4.14, -2.18)  0.247
C (-4.17, 2.42, -0.09)  -1.614
C (-3.63, 2.50, -1.55)  0.463
C (-3.28, 3.93, -2.04)  -0.392
O (-1.93, 3.91, -2.25)  -0.393
C (-1.43, 2.62, -2.07)  0.167
O (-0.27, 2.32, -2.20)  -0.505
O (-2.38, 1.75, -1.71)  0.162
H (-4.46, 1.44, 0.30)  0.332
H (-5.01, 3.08, 0.09)  0.447
H (-3.37, 2.77, 0.56)  0.233
H (-4.31, 2.07, -2.29)  0.292
H (-3.54, 4.62, -1.24)  0.236
H (-3.88, 4.10, -2.94)  0.245
C (0.63, 4.88, 0.53)  -0.568
C (-0.41, 5.90, 0.89)  0.615
C (-1.25, 6.42, -0.27)  -0.309
O (-2.61, 6.40, 0.15)  -0.336
C (-2.75, 5.88, 1.27)  0.561
O (-3.84, 5.81, 1.93)  -0.651
O (-1.54, 5.30, 1.58)  -0.082
H (0.91, 4.23, 1.36)  -0.030
H (1.57, 5.22, 0.09)  0.494
H (0.17, 4.27, -0.25)  -0.278
H (0.08, 6.69, 1.46)  0.267
H (-1.05, 5.77, -1.12)  0.131
H (-0.90, 7.40, -0.62)  0.351
C (-1.61, 2.68, -6.03)  -1.177
C (-2.26, 1.32, -5.80)  0.374
C (-1.58, 0.31, -4.87)  0.278
O (-2.70, -0.27, -4.21)  0.226
C (-3.88, 0.46, -4.53)  0.426
O (-5.04, 0.10, -4.32)  -0.659
O (-3.59, 1.43, -5.35)  -0.440
H (-0.56, 2.64, -6.31)  0.136
H (-1.94, 3.26, -5.17)  0.199
H (-2.10, 3.16, -6.88)  0.421
H (-2.48, 0.87, -6.77)  0.355
H (-0.81, 0.86, -4.33)  -0.595
H (-1.17, -0.48, -5.50)  0.463
C (5.46, 3.34, 6.53)  -1.323
C (3.89, 3.14, 6.54)  1.017
C (3.28, 2.91, 7.93)  -0.215
O (2.32, 3.87, 8.09)  -0.365
C (2.49, 4.87, 7.25)  0.757
O (1.99, 5.95, 7.29)  -0.555
O (3.32, 4.41, 6.30)  -0.426
H (5.96, 2.51, 7.03)  0.361
H (5.59, 4.28, 7.07)  0.381
H (5.93, 3.35, 5.54)  0.317
H (3.45, 2.35, 5.92)  -0.098
H (3.91, 3.16, 8.79)  0.345
H (2.84, 1.91, 8.02)  -0.187

Calculated values
Energy above the lowest of the compared OMol25 structures with the same formula, charge and spin in kcal per mole: 201.1
E in eV: -155815.1326
Kohn-Sham gap in eV: 9.5